Entry 1:
C24H28AsIrN5 as an isolated structure in a non-equilibrium geometry. Source: the Open Molecules 2025 dataset; level of theory: the ωB97M-V functional and the def2-TZVPD basis.

Values from the calculation:
<S²>   0.831
Energy relative to the best compared isomer or geometry (same formula, charge and spin)   15.2 kcal/mol
Kohn-Sham gap (spin up / spin down)   6.51 / 4.86 eV
F_max   1.47 eV/A

Geometry as ORCA input:
```
! wB97M-V def2-TZVPD RIJCOSX def2/J DEFGRID3
* xyz 4 2
Ir 0.22400 -0.12609 0.06224
C -1.18889 2.22212 4.04688
C -0.43446 1.15174 3.32339
C -0.98351 -0.16914 3.27142
C -0.28095 -1.23930 2.76999
C 1.00017 -1.01724 2.22666
C 1.51664 0.27506 2.17060
C 0.80338 1.35321 2.77201
H -2.23551 2.25039 3.74091
H -0.74370 3.20520 3.90538
H -1.18152 2.00981 5.11921
H -1.95258 -0.33631 3.72954
H -0.68161 -2.24186 2.84491
H 1.67036 -1.83704 2.00270
H 2.56841 0.40258 1.93979
H 1.27239 2.32756 2.84339
N 0.57418 4.22007 -0.11302
C 0.88249 2.93612 0.08652
N 0.05574 1.94791 -0.16535
C -1.20210 2.27424 -0.69626
N -2.01315 1.30061 -1.09125
N -1.48456 0.08432 -0.93404
C -2.18548 -0.99524 -1.18107
C -1.57356 -2.23554 -0.83390
C -2.20257 -3.44261 -1.10038
C -1.54994 -4.63708 -0.78078
C -0.29288 -4.55859 -0.22403
C 0.28056 -3.30138 0.03129
N -0.32976 -2.15933 -0.23724
C -1.60809 3.62908 -0.88018
C -2.86680 4.00651 -1.36429
C -3.14058 5.34429 -1.52668
C -2.16986 6.34144 -1.21776
C -0.92244 6.00454 -0.74802
C -0.64129 4.65212 -0.57504
H 1.28476 4.91750 0.10197
H 1.86316 2.72498 0.48950
H -3.18334 -0.91740 -1.60491
H -3.18256 -3.44971 -1.56208
H -2.01893 -5.59309 -0.97782
H 0.26716 -5.44907 0.03283
H 1.26378 -3.24531 0.47911
H -3.60590 3.25611 -1.60582
H -4.10823 5.65664 -1.89955
H -2.42726 7.38456 -1.35919
H -0.18320 6.76331 -0.52106
C 2.66608 1.17256 -2.27419
As 2.15245 -0.44452 -1.36563
C 1.75830 -1.68055 -2.78435
C 3.69842 -1.05576 -0.38944
H 3.48634 0.91032 -2.94668
H 3.03756 1.92208 -1.57824
H 1.83428 1.55166 -2.86533
H 2.65997 -1.75520 -3.39636
H 0.94762 -1.28283 -3.39322
H 1.50864 -2.66850 -2.40718
H 4.42004 -1.41129 -1.12846
H 3.45046 -1.87293 0.28483
H 4.13669 -0.22964 0.16782
*
```

---

Entry 2:
C6H7NO as an isolated structure in a non-equilibrium geometry. Source: the Open Molecules 2025 dataset; level of theory: the ωB97M-V functional and the def2-TZVPD basis.

Values from the calculation:
Energy relative to the best compared isomer or geometry (same formula, charge and spin)   95.5 kcal/mol
Kohn-Sham gap   8.69 eV
F_max   8.47 eV/A

Geometry as ORCA input:
```
! wB97M-V def2-TZVPD RIJCOSX def2/J DEFGRID3
* xyz 0 1
C 0.19929 2.17516 -0.41517
C -0.82616 1.13591 -0.06522
C -0.10986 -0.23357 0.16579
C 0.50997 -1.66781 1.38771
C 0.28998 -2.34581 -0.01343
C 0.05946 -1.23312 -0.79052
H 0.78063 1.91557 -1.26945
H -0.30894 3.21346 -0.57718
H 1.07676 2.34677 0.07837
H -1.18777 1.41381 0.89578
H -1.84620 1.04138 -0.53388
H 0.35265 -3.48039 -0.51525
H 0.14685 -1.38599 -2.01920
N 0.12677 -0.32772 1.41218
O 0.73656 -2.56764 2.25949
*
```

---

Entry 3:
C16H8F3N4O2S2V as an isolated structure in a non-equilibrium geometry. Source: the Open Molecules 2025 dataset; level of theory: the ωB97M-V functional and the def2-TZVPD basis.

Values from the calculation:
<S²>   0.773
Kohn-Sham gap (spin up / spin down)   5.63 / 6.76 eV
F_max   2.03 eV/A

Geometry as ORCA input:
```
! wB97M-V def2-TZVPD RIJCOSX def2/J DEFGRID3
* xyz -1 2
V 0.36117 -0.43579 0.08975
O -0.32235 0.06154 3.97016
C -0.33318 -0.19757 2.78523
O 0.57875 0.03447 1.90694
C -1.49668 -0.95737 2.17907
C -2.57090 -1.40319 2.92464
C -3.52960 -2.19280 2.31373
C -3.36274 -2.50389 0.96916
C -2.26976 -2.00322 0.28876
N -1.33868 -1.23391 0.86966
H -2.61244 -1.12234 3.96772
H -4.38454 -2.55914 2.86601
H -4.07640 -3.12678 0.44820
H -2.13315 -2.21260 -0.76484
S -0.15139 1.74761 -0.45151
C 1.57013 1.96664 -0.39584
S 2.44191 0.48664 -0.49141
C 2.16980 3.20239 -0.25598
C 3.57964 3.33784 -0.13217
N 4.72001 3.46148 -0.01326
C 1.41836 4.40612 -0.18569
N 0.83292 5.39772 -0.11779
F -0.74960 -4.53116 -5.18495
C 0.26560 -3.61457 -5.15707
F 0.14386 -2.88889 -6.28779
F 1.40407 -4.34124 -5.26901
C 0.24471 -2.77862 -3.93554
C -0.24132 -1.45962 -3.94018
C -0.26795 -0.74259 -2.77673
N 0.15558 -1.25646 -1.57442
C 0.61524 -2.54918 -1.58887
C 0.68268 -3.31801 -2.71129
H -0.57672 -1.00489 -4.86096
H -0.61125 0.28046 -2.75900
H 0.93905 -2.94746 -0.62831
H 1.07031 -4.32616 -2.66386
*
```

---

Entry 4:
A 2-piece molecular cluster, C5H10O overall. Source: the Open Molecules 2025 dataset; level of theory: the ωB97M-V functional and the def2-TZVPD basis.

Values from the calculation:
Energy relative to the best compared isomer or geometry (same formula, charge and spin)   122.2 kcal/mol
Kohn-Sham gap (spin up / spin down)   8.12 / 7.84 eV
F_max   0.43 eV/A

Geometry as ORCA input:
```
! wB97M-V def2-TZVPD RIJCOSX def2/J DEFGRID3
* xyz 0 1
C -2.59001 0.80791 0.20499
O -1.57950 0.04732 -0.16344
C -0.32770 0.25176 0.08945
C 0.64004 -0.75501 -0.37361
C 2.07875 -0.62707 0.04594
C 1.70930 -0.39151 -1.38635
H -1.81017 0.42566 2.13160
H -2.39040 1.85776 0.39698
H -3.54648 0.45872 -0.15603
H -0.02412 1.25417 0.38911
H -1.06212 0.24003 2.18630
H 0.23276 -1.76099 -0.44091
H 2.61554 -1.53486 0.30450
H 2.34712 0.23650 0.65026
H 1.72307 0.63065 -1.75539
H 1.98393 -1.14106 -2.12340
*
```

---

Entry 5:
An isolated molecule of C5H7N3 in a non-equilibrium geometry. Source: the Open Molecules 2025 dataset; level of theory: the ωB97M-V functional and the def2-TZVPD basis.

Values from the calculation:
Energy relative to the best compared isomer or geometry (same formula, charge and spin)   60.8 kcal/mol
SMILES string   [H]/N=C1\CN=C(C=C)N1
Kohn-Sham gap   9.56 eV
F_max   6.66 eV/A

Geometry as ORCA input:
```
! wB97M-V def2-TZVPD RIJCOSX def2/J DEFGRID3
* xyz 0 1
C 2.92202 0.02003 0.01248
C 1.81131 -0.69515 -0.12831
C 0.51516 -0.05683 -0.23178
C -1.27049 1.27596 0.03736
C -1.78981 -0.17617 -0.09399
H 3.88906 -0.50405 0.13432
H 2.93737 1.06930 -0.08858
H 1.84087 -1.81881 0.03567
H -1.86003 1.88882 -0.67603
H -1.44958 1.53088 1.11719
H -3.72983 -0.13353 -0.13470
H -0.58616 -1.93678 0.44589
N 0.27387 1.19680 -0.19907
N -2.95432 -0.76849 -0.06682
N -0.54944 -0.89199 -0.16360
*
```

---

Entry 6:
A 2-piece molecular cluster, C19H29FINO4S3 overall in a non-equilibrium geometry. Source: the Open Molecules 2025 dataset; level of theory: the ωB97M-V functional and the def2-TZVPD basis.

Values from the calculation:
SMILES string   CC[C@@H](I)[C@@H]1OS(=O)(=O)O[C@@H]1CCCSC(=S)N(CC)CC.Fc1ccccc1
Kohn-Sham gap   8.20 eV
F_max   6.44 eV/A

Geometry as ORCA input:
```
! wB97M-V def2-TZVPD RIJCOSX def2/J DEFGRID3
* xyz 0 1
C -5.61479 1.33171 -4.51030
C -4.22957 0.95646 -3.65481
C -4.11468 2.11313 -2.47857
I -5.80864 1.78688 -1.06937
C -2.70839 2.08257 -1.63631
O -2.60371 3.48620 -1.12152
S -1.72354 4.34519 -2.33591
O -0.48169 4.96298 -1.63356
O -2.70486 5.33347 -3.03368
O -1.26299 3.03174 -3.37619
C -1.27799 1.90238 -2.41946
C -0.79300 0.41576 -2.91184
C -0.25138 -0.42452 -1.57230
C 1.20429 0.14200 -1.03459
S 1.17260 0.52746 0.83653
C 2.87416 0.23695 1.55711
S 4.18265 0.13285 0.42757
N 3.23672 0.05134 3.00859
C 2.09167 -0.41257 3.86866
C 1.05537 0.74789 4.37192
C 4.00658 1.21035 3.59204
C 5.63085 0.93256 3.52142
H -5.91765 2.47125 -4.36338
H -6.51462 0.68969 -4.09517
H -5.49009 1.16588 -5.66446
H -3.29066 0.91663 -4.36935
H -4.45828 -0.08396 -3.13734
H -4.31503 3.14941 -3.02985
H -2.87651 1.23556 -0.84525
H -0.50887 2.27922 -1.59596
H 0.10651 0.49187 -3.68875
H -1.64057 -0.20371 -3.47436
H -1.09387 -0.41360 -0.75366
H -0.07761 -1.55114 -1.91784
H 2.00487 -0.67431 -1.30506
H 1.44469 1.10266 -1.68371
H 1.45393 -1.17146 3.20867
H 2.51148 -1.04141 4.76693
H 0.24002 0.95637 3.53458
H 1.54840 1.71908 4.79801
H 0.43937 0.27458 5.27906
H 3.71949 2.16599 2.93725
H 3.73542 1.48282 4.69763
H 6.08233 1.33815 2.51667
H 5.78745 -0.23054 3.62076
H 6.19365 1.50948 4.39490
F -0.67529 -2.25290 0.11119
C 0.03345 -3.30459 0.54277
C -0.54642 -4.56846 0.53901
C 0.19292 -5.66456 0.98346
C 1.50156 -5.48256 1.43744
C 2.07300 -4.20923 1.44207
C 1.33730 -3.11524 0.98712
H -1.56695 -4.68932 0.19063
H -0.24864 -6.65800 0.97720
H 2.07632 -6.33707 1.78820
H 3.09027 -4.06940 1.79972
H 1.76898 -2.11993 0.97544
*
```